No. 1
A molecular structure, C22H25O3Zr at a distorted geometry, computed with ωB97M-V/def2-TZVPD.

Geometry as XYZ:
```
51
Properties=species:S:1:pos:R:3:forces:R:3
Zr 0.367 -0.321 -0.016 -0.373 0.148 -2.061
O -2.499 0.944 1.854 0.843 -0.178 0.244
O -0.288 0.447 1.717 -1.921 1.287 1.596
O -0.721 -0.061 -1.597 -0.451 -0.114 1.216
C 0.110 -1.487 -4.773 -0.095 0.213 -0.049
C 1.110 -2.218 1.483 -0.420 -0.831 -0.337
C 1.507 1.960 -0.651 0.365 -0.704 -0.170
C -1.189 1.029 3.827 0.194 0.021 0.866
C -0.923 1.308 6.607 -0.083 -0.015 -0.343
C -1.574 0.684 -2.438 -0.148 -0.213 -0.396
C -0.786 -2.628 0.217 0.766 -0.150 0.229
C -1.678 0.047 -3.846 0.414 0.092 0.079
C -2.159 1.555 5.989 0.353 -0.093 -0.148
C -0.313 -2.343 1.534 0.518 -0.560 -0.789
C -1.396 0.806 2.364 0.357 -0.135 -1.039
C 2.729 0.222 0.265 0.411 1.104 0.028
C 0.225 1.017 -5.210 -0.218 -0.390 0.096
C 2.096 1.472 0.555 0.820 -0.357 -0.677
C -2.288 1.415 4.605 0.234 -0.076 0.151
C 0.055 0.809 4.444 -0.370 0.025 0.023
C 0.348 -2.691 -0.662 0.214 -0.795 1.010
C 1.522 -2.459 0.130 -0.773 -1.025 0.277
C 0.183 0.935 5.829 -0.356 0.129 0.000
C 2.532 -0.060 -1.131 0.048 1.066 -0.204
C 1.779 1.016 -1.691 1.077 0.426 0.604
C -0.419 -0.137 -4.564 0.873 0.218 1.387
H 3.375 -0.329 0.950 -0.438 0.085 -0.223
H -2.326 0.716 -4.433 -0.751 0.263 0.031
H -3.026 1.847 6.582 0.245 -0.056 -0.099
H 1.575 1.149 -2.752 -0.471 -0.341 0.330
H -0.191 1.212 -6.216 0.021 0.535 -0.664
H -0.824 1.410 7.690 -0.022 -0.049 -0.345
H -0.924 -2.336 2.436 0.177 0.400 -0.342
H 1.142 0.733 6.305 -0.219 0.090 -0.101
H 0.908 0.527 3.828 -0.241 0.027 0.134
H 0.093 1.943 -4.629 0.144 0.143 -0.132
H -2.568 0.702 -1.967 0.001 0.180 0.050
H 1.019 2.926 -0.786 -0.048 -0.499 0.121
H 1.772 -2.089 2.343 -0.298 0.185 -0.421
H 2.548 -2.595 -0.207 -0.377 0.288 0.081
H -0.369 -1.985 -5.638 0.067 -0.744 -0.424
H 1.190 -1.452 -4.981 0.042 -0.232 0.004
H -3.238 1.589 4.100 0.243 -0.071 0.141
H 2.973 -0.871 -1.711 -0.337 0.214 0.302
H -0.061 -2.129 -3.894 0.110 -0.194 -0.123
H -2.186 -0.923 -3.740 -0.195 0.077 0.090
H 1.302 0.832 -5.347 0.034 0.220 -0.041
H -1.818 -2.859 -0.055 0.415 0.419 0.024
H 2.168 2.017 1.496 -0.330 -0.375 -0.218
H -1.200 1.720 -2.512 -0.001 -0.156 -0.042
H 0.339 -3.015 -1.703 -0.049 0.500 0.277
```
Forces are in eV/Å.

Values from the calculation:
Orbital gap ... 2.536 eV
LUMO ... 0.0871 hartree
Net charge ... -1
HOMO level ... -0.0062 Eh

Need the natural (NBO) charges? In units of e they are:
1. Zr 2.08
2. O -0.60
3. O -0.84
4. O -0.85
5. C -0.58
6. C -0.38
7. C -0.34
8. C -0.18
9. C -0.21
10. C -0.05
11. C -0.32
12. C -0.44
13. C -0.23
14. C -0.27
15. C 0.79
16. C -0.40
17. C -0.60
18. C -0.31
19. C -0.16
20. C -0.12
21. C -0.36
22. C -0.34
23. C -0.25
24. C -0.37
25. C -0.25
26. C -0.43
27. H 0.24
28. H 0.14
29. H 0.21
30. H 0.28
31. H 0.11
32. H 0.21
33. H 0.24
34. H 0.21
35. H 0.22
36. H 0.16
37. H 0.15
38. H 0.24
39. H 0.24
40. H 0.24
41. H 0.11
42. H 0.17
43. H 0.24
44. H 0.25
45. H 0.16
46. H 0.18
47. H 0.17
48. H 0.25
49. H 0.24
50. H 0.14
51. H 0.26

---

No. 2
10 unconnected molecules or ions with the total composition C15H50O10 at a distorted geometry, computed with ωB97M-V/def2-TZVPD.

Geometry as XYZ:
```
75
Properties=species:S:1:pos:R:3:forces:R:3
O 4.459 2.646 -0.017 1.996 -0.634 -1.148
O 2.802 0.437 -0.813 1.872 -0.379 -0.005
O -4.454 -2.161 -0.771 0.653 0.624 -1.127
O 0.224 0.826 0.402 -0.307 -0.274 -0.225
O -2.289 -3.308 0.715 0.483 -0.090 -0.058
O -5.301 2.441 0.286 0.514 1.557 -0.431
O 1.684 -5.246 -2.549 0.077 -0.140 -0.395
O 1.242 0.407 4.857 -0.489 -0.695 1.325
O -0.308 1.017 -2.737 -0.684 0.182 -0.949
O -0.165 3.101 1.555 -1.237 0.156 -0.436
C -0.079 -0.277 -3.303 1.251 0.892 1.507
C 3.691 3.551 0.668 -2.245 0.456 -0.016
C -1.006 -3.301 1.351 0.307 -0.692 0.366
C -1.060 0.312 0.682 0.317 -1.297 -0.706
C -0.038 -3.608 -2.224 0.537 -0.657 -0.740
C 3.460 -0.845 -0.574 -1.772 0.652 0.020
C -3.719 -1.712 -1.935 -1.089 -0.631 -0.450
C -4.661 -1.259 -3.036 -0.452 0.307 -0.118
C 1.705 0.980 3.671 -0.668 -0.096 -0.356
C 3.262 -1.308 0.811 0.305 -0.626 1.607
C 1.459 -3.910 -2.136 -0.499 0.031 1.467
C 3.162 1.262 3.794 1.003 0.510 0.173
C 3.215 4.743 -0.223 1.227 -1.112 0.171
C -5.370 1.087 -0.004 -0.526 -0.741 0.904
C -1.335 3.952 1.323 1.602 -0.084 -0.442
H 0.211 1.661 0.874 0.537 1.188 0.222
H 1.882 0.357 -0.550 -0.552 0.087 0.361
H 3.983 1.816 -0.099 -0.322 -0.176 -0.328
H 3.844 -2.207 1.016 0.009 -0.433 -0.378
H -5.202 0.924 -1.068 -0.219 -0.472 0.096
H 4.053 4.900 -0.902 0.053 0.596 -0.045
H -1.073 -0.542 0.005 -0.710 -0.544 0.289
H -0.726 -4.362 -1.842 0.511 -0.167 0.747
H -2.852 -3.849 1.273 -0.143 0.013 -0.106
H -5.537 -1.879 -3.231 0.036 -0.381 0.588
H 1.812 -3.766 -1.115 -0.039 -0.191 0.386
H 4.542 -0.820 -0.703 -0.281 0.388 -1.100
H -1.177 4.592 0.455 0.271 0.066 -0.194
H 2.220 -1.576 0.984 -0.038 0.401 0.454
H -1.920 0.932 0.426 0.169 0.530 -0.080
H 1.082 1.860 3.508 0.469 0.464 -0.373
H -0.262 -2.647 -1.761 -0.139 0.028 -0.498
H -3.732 -2.508 -0.241 0.043 -0.168 0.664
H -6.364 0.808 0.347 -0.011 -0.632 -0.479
H 3.808 0.384 3.795 -0.199 -0.283 -0.498
H 4.197 3.812 1.597 -0.199 0.431 0.061
H 3.492 1.986 3.049 0.133 -0.183 -0.211
H -5.040 -0.267 -2.791 -0.010 0.061 -0.316
H -2.169 3.310 1.040 -0.140 0.060 0.855
H -0.588 0.909 -1.825 0.201 0.023 0.237
H 2.840 -1.534 -1.149 1.075 -0.426 -0.882
H 0.545 3.655 1.888 0.356 0.445 0.330
H 3.703 -0.632 1.544 -0.624 0.436 0.102
H -4.168 -1.256 -4.008 0.359 0.401 0.098
H 2.402 -5.637 -2.046 0.036 0.157 -0.016
H -1.375 4.620 2.184 -0.946 -0.255 0.180
H -4.581 2.715 -0.286 0.139 0.873 0.278
H -1.059 -3.940 2.233 -0.092 0.641 0.591
H 3.410 1.691 4.765 -0.433 0.334 0.106
H 2.037 -3.164 -2.683 -0.050 -0.142 -0.629
H -3.141 -2.541 -2.343 0.327 -0.136 0.223
H 0.291 -0.165 -4.322 -0.782 -0.024 -0.151
H 0.499 0.946 5.138 -0.183 -0.112 0.282
H 1.438 0.289 2.871 0.403 -0.001 -0.433
H -0.898 -0.967 -3.102 -0.067 0.001 -0.636
H 2.956 5.636 0.347 -0.066 -0.088 -0.134
H -4.641 0.574 0.623 0.122 -0.556 -0.308
H -1.165 0.003 1.722 -0.024 -0.094 0.089
H 0.807 -0.602 -2.757 0.156 -0.889 -0.022
H 2.768 2.997 0.840 -0.310 0.261 1.129
H -0.213 -3.834 0.826 -0.219 0.127 -0.990
H -0.648 -2.290 1.541 -0.292 -0.117 0.265
H 2.403 4.375 -0.850 -0.197 0.272 0.156
H -0.220 -3.722 -3.293 -0.466 0.973 -0.237
H -3.056 -0.875 -1.717 0.171 -0.005 0.312
```
Forces are in eV/Å.

Values from the calculation:
2S+1 ... 2
Orbital gap (alpha / beta) ... 1.716 / 9.428 eV
LUMO (alpha / beta) ... 0.0810 / 0.0780 hartree
Net charge ... -1
HOMO level (alpha / beta) ... 0.0180 / -0.2685 Eh

Need the Mulliken charges? In units of e they are:
1. O -0.55
2. O -0.52
3. O -0.59
4. O -0.53
5. O -0.29
6. O -0.40
7. O -0.51
8. O -0.23
9. O -0.46
10. O 1.26
11. C 0.12
12. C 0.69
13. C -0.61
14. C -0.91
15. C -0.63
16. C 0.26
17. C 0.45
18. C -1.36
19. C 0.59
20. C -0.74
21. C -0.42
22. C -1.05
23. C -1.36
24. C -0.31
25. C -1.47
26. H 0.22
27. H 0.25
28. H 0.37
29. H 0.45
30. H -0.06
31. H 0.40
32. H 0.06
33. H 0.44
34. H 0.19
35. H 0.34
36. H 0.21
37. H 0.52
38. H 0.50
39. H 0.04
40. H 0.03
41. H -0.12
42. H -0.19
43. H 0.41
44. H 0.29
45. H 0.27
46. H 0.33
47. H 0.08
48. H 0.21
49. H -0.11
50. H 0.19
51. H -0.36
52. H -0.46
53. H 0.09
54. H 0.35
55. H 0.31
56. H 0.45
57. H 0.26
58. H 0.55
59. H 0.45
60. H 0.25
61. H 0.27
62. H 0.34
63. H 0.33
64. H -0.52
65. H 0.01
66. H 0.42
67. H 0.17
68. H 0.38
69. H -0.20
70. H -0.60
71. H 0.13
72. H -0.06
73. H 0.21
74. H 0.47
75. H 0.02

---

No. 3
A molecular structure, C26H57F6Li2N3O6 at a distorted geometry, computed with ωB97M-V/def2-TZVPD.

Geometry as XYZ:
```
100
Properties=species:S:1:pos:R:3:forces:R:3
F 0.790 -5.592 -3.897 0.431 0.267 0.577
F -1.624 -0.577 0.515 2.543 0.712 -6.157
F 1.441 -6.104 -1.848 -0.505 0.439 -0.655
F 2.908 -5.675 -3.328 -0.234 0.299 -0.506
F -2.632 -2.425 0.293 -1.161 -0.806 -0.940
F -3.655 -0.498 -0.066 -1.062 -0.111 -2.616
O -2.234 -0.153 -2.377 -0.783 -5.691 2.228
O 1.965 -2.966 -3.395 1.183 -8.402 0.456
O 1.251 -3.564 -1.319 0.909 -3.212 -2.180
O -1.555 -2.335 -2.194 -1.039 1.124 2.610
O 0.731 0.105 -0.102 -6.999 -4.590 1.584
O 2.540 1.173 -0.253 13.205 4.757 -0.157
N 1.936 0.656 2.098 0.922 3.595 7.364
N 0.832 1.528 -2.363 -2.022 2.155 -5.296
N -2.577 0.730 2.519 -0.971 0.164 0.603
C 2.341 3.399 -2.611 -0.100 1.671 -0.132
C 1.826 2.161 -3.283 -0.082 -0.398 0.584
C 0.835 2.784 2.838 4.124 2.231 3.095
C 3.240 0.836 2.821 -0.513 0.516 0.334
C -0.369 2.424 -2.282 -1.402 -0.286 0.357
C 0.211 -2.329 0.292 0.529 -1.166 0.848
C 1.340 1.989 1.728 0.542 -0.505 -0.555
C -4.787 0.995 3.734 -0.338 -0.947 -0.458
C 1.680 -5.318 -2.927 0.590 -1.727 0.922
C 0.979 -0.197 2.745 1.387 0.152 0.511
C 0.503 0.125 -2.742 1.007 -0.057 -0.279
C -1.263 2.737 2.092 -4.572 0.955 -1.668
C 4.326 1.712 2.140 -0.540 -0.613 0.039
C -1.378 -1.377 2.668 -2.329 -0.839 0.327
C 1.702 -0.868 -2.851 -0.485 4.752 -0.398
C 1.517 -1.598 3.044 0.012 -0.169 0.509
C -2.515 -1.190 -0.198 -0.207 -1.274 -2.802
C -1.207 -2.320 -3.556 -0.979 -0.119 -3.197
C -1.371 1.981 -1.213 0.774 -0.029 0.589
C -3.921 1.339 2.523 0.137 -0.239 0.885
C -2.701 -0.719 2.265 -0.692 0.028 2.509
C -1.778 1.437 1.510 -0.357 0.217 1.986
C -2.070 -1.181 -1.655 -0.694 1.936 -5.925
C 1.683 -3.855 -2.558 -0.214 3.930 -0.745
C 1.054 -2.205 -0.950 -1.307 -0.755 2.308
C -2.429 -2.631 -4.480 0.351 -0.410 1.120
Li 1.400 1.058 -0.975 -3.491 0.997 -3.310
Li 2.024 0.213 0.724 1.589 -5.344 -3.643
H 2.320 -0.675 -3.727 -0.229 -0.165 -0.231
H -5.321 0.068 3.525 0.097 -0.312 0.251
H 2.107 2.522 1.166 -0.112 0.198 0.639
H 1.620 4.209 -2.499 -0.588 -0.345 0.244
H -0.578 3.239 1.407 -1.290 -0.444 -0.803
H -3.851 2.426 2.560 0.301 -0.084 -0.682
H 0.471 -1.747 -1.748 0.258 -0.513 1.900
H 1.414 2.306 -4.281 -0.226 0.283 -0.155
H 3.005 1.253 3.801 0.117 0.347 0.335
H 0.115 -1.363 0.787 0.885 -3.309 0.459
H -0.831 1.662 -0.321 0.205 0.463 -0.766
H 0.204 3.590 2.463 2.998 0.834 0.828
H -2.804 -3.609 -4.178 -0.285 0.010 0.218
H -5.605 1.706 3.845 0.298 0.321 0.263
H -0.753 2.770 3.055 -4.177 -0.984 -1.572
H 3.697 -0.121 3.071 -0.219 -0.273 -0.417
H 0.588 1.873 0.948 0.287 -0.450 0.577
H 4.613 1.293 1.175 0.038 -0.026 0.114
H 2.096 -2.082 2.257 0.207 0.470 -0.236
H -0.130 -0.267 -1.946 0.448 0.706 -0.485
H 2.342 -0.795 -1.972 0.192 0.783 -0.809
H -0.682 -1.103 1.875 -1.812 -1.999 2.083
H -1.957 1.107 -1.495 0.400 1.613 0.407
H -4.428 0.952 1.640 -0.393 0.668 -0.385
H -2.116 -2.812 -5.508 0.122 0.598 -0.026
H -2.400 1.553 0.622 0.010 0.364 0.285
H 0.631 0.276 3.663 -0.268 -0.172 0.401
H 0.060 -0.557 0.154 1.506 3.517 -2.271
H 0.671 -2.269 3.191 0.158 0.032 0.283
H 1.683 3.221 3.365 0.420 -0.069 0.478
H -0.522 -3.129 -3.811 0.204 0.042 0.913
H 2.700 3.146 -1.613 0.231 0.114 -0.199
H -1.525 -2.457 2.693 0.160 -0.186 -0.027
H -3.228 -1.897 -4.378 0.137 0.025 -0.270
H 3.055 3.980 -3.195 0.719 -0.678 -0.091
H 5.216 1.697 2.768 -0.061 0.098 0.110
H -0.204 3.477 -2.053 1.157 -0.260 0.129
H 0.142 2.314 3.536 2.765 -0.953 0.974
H 4.018 2.745 1.976 -0.014 -0.052 0.139
H -2.039 3.484 2.256 -0.779 0.044 -0.408
H -4.202 0.848 4.642 -0.080 0.322 0.034
H -0.072 -0.002 -3.659 0.154 1.126 -0.307
H -2.060 2.754 -0.873 0.156 0.414 -0.428
H 0.106 -0.335 2.107 2.317 1.976 0.828
H 1.325 -1.889 -2.794 0.174 3.824 -1.404
H -1.035 -1.039 3.646 -0.259 -0.039 -0.156
H 2.130 -1.622 3.944 -0.045 0.013 0.049
H -3.536 -1.125 2.837 -0.004 0.167 0.359
H 3.444 1.542 -0.289 -0.981 -0.286 -0.026
H 2.047 -1.770 -0.833 -0.710 -0.318 0.598
H -2.881 -0.883 1.202 -2.340 0.040 7.382
H -0.946 2.528 -3.201 0.260 -0.532 -0.804
H -0.953 0.786 1.222 0.003 1.697 0.760
H -0.746 -1.385 -3.874 -0.309 -0.448 0.375
H -0.792 -2.693 0.072 1.039 -0.470 0.035
H 2.708 1.534 -3.418 -0.265 -0.483 0.160
H 0.680 -2.938 1.066 -0.134 -0.464 -0.378
```
Forces are in eV/Å.

Values from the calculation:
Orbital gap ... 7.845 eV
LUMO ... -0.0069 hartree
Net charge ... 0
HOMO level ... -0.2952 Eh

Mulliken atomic charge list, values in e, 99 entries:
1. F -0.25
2. F 0.32
3. F -0.26
4. F -0.26
5. F -0.19
6. F -0.28
7. O -0.58
8. O -0.53
9. O -0.56
10. O -0.25
11. O 0.43
12. O -0.55
13. N 0.99
14. N 0.43
15. N 0.20
16. C -1.15
17. C -0.32
18. C -1.69
19. C -0.63
20. C -1.77
21. C -0.85
22. C -0.21
23. C -1.53
24. C 0.75
25. C 0.34
26. C -0.09
27. C -2.39
28. C -1.31
29. C -0.66
30. C -1.32
31. C -2.16
32. C 0.20
33. C 0.98
34. C -0.64
35. C -0.03
36. C -0.93
37. C -0.55
38. C 0.93
39. C 0.10
40. C 1.04
41. C -1.61
42. Li 0.22
43. Li 0.94
44. H 0.58
45. H 0.36
46. H 0.48
47. H 0.32
48. H 0.45
49. H 0.31
50. H -1.35
51. H 0.39
52. H 0.52
53. H 0.51
54. H -0.26
55. H 0.68
56. H 0.39
57. H 0.44
58. H -0.10
59. H 0.42
60. H -0.20
61. H 0.17
62. H 0.37
63. H -1.62
64. H -0.06
65. H 0.05
66. H 0.16
67. H 0.09
68. H 0.43
69. H 1.25
70. H 0.71
71. H -0.85
72. H 0.47
73. H 0.45
74. H 0.26
75. H 0.09
76. H 0.43
77. H 0.38
78. H 0.45
79. H 0.48
80. H 0.58
81. H 0.27
82. H 0.27
83. H 0.61
84. H 0.30
85. H 0.93
86. H 0.74
87. H -1.28
88. H 1.30
89. H 0.62
90. H 0.52
91. H 0.45
92. H 0.13
93. H 0.93
94. H 0.01
95. H 0.19
96. H 0.55
97. H -0.33
98. H 0.13
99. H 0.23